# 1
{
  "formula": "C12H22N2O2",
  "method": "ωB97M-V/def2-TZVPD",
  "lumo_energy_ha": 0.0098,
  "charge": 0,
  "multiplicity": 1,
  "e_above_lowest_kj_mol": 287.9,
  "total_energy_ha": -730.367892,
  "smiles": "C1CCOC1.C1CCOC1.CC#N.CC#N",
  "species": ["C", "C", "N", "H", "H", "H", "C", "C", "N", "H", "H", "H", "C", "C", "C", "O", "C", "H", "H", "H", "H", "H", "H", "H", "H", "C", "C", "C", "O", "C", "H", "H", "H", "H", "H", "H", "H", "H"],
  "positions_angstrom": [[11.158, -5.068, 2.171], [10.833, -3.730, 2.680], [10.571, -2.690, 3.081], [11.759, -5.594, 2.906], [11.674, -4.954, 1.221], [10.215, -5.581, 1.984], [12.001, -3.407, -2.689], [12.592, -3.432, -1.356], [13.067, -3.458, -0.312], [12.796, -3.542, -3.422], [11.475, -2.475, -2.873], [11.311, -4.244, -2.789], [13.078, -0.119, 2.579], [14.272, -1.080, 2.411], [14.219, -1.792, 3.741], [13.923, -0.760, 4.702], [13.192, 0.284, 4.049], [12.151, -0.643, 2.357], [13.181, 0.726, 1.896], [15.203, -0.514, 2.357], [14.152, -1.760, 1.571], [15.122, -2.304, 4.076], [13.407, -2.532, 3.771], [13.739, 1.218, 4.185], [12.212, 0.353, 4.527], [11.620, -6.711, -7.492], [11.847, -7.372, -6.131], [10.730, -6.749, -5.289], [9.634, -6.640, -6.172], [10.145, -6.295, -7.482], [11.877, -7.348, -8.339], [12.286, -5.850, -7.585], [12.838, -7.169, -5.723], [11.726, -8.456, -6.122], [11.034, -5.782, -4.859], [10.401, -7.381, -4.463], [10.029, -5.218, -7.621], [9.520, -6.836, -8.187]]
}

=====

# 2
{
  "formula": "C12H22N2O2Pt",
  "method": "ωB97M-V/def2-TZVPD",
  "lumo_energy_ha": [0.0203, -0.0009],
  "charge": 0,
  "multiplicity": 3,
  "e_above_lowest_kj_mol": 0.0,
  "total_energy_ha": -849.618796,
  "s_squared": 2.007,
  "species": ["Pt", "N", "C", "O", "C", "C", "H", "H", "H", "H", "H", "H", "C", "C", "C", "C", "C", "C", "H", "H", "H", "H", "H", "H", "H", "H", "H", "C", "N", "C", "C", "O", "H", "H", "H", "H", "H", "H", "H"],
  "positions_angstrom": [[-0.219, -0.456, 0.157], [-2.749, 2.809, 1.601], [-1.963, 1.730, 1.412], [-0.915, 1.813, 0.774], [-2.405, 0.410, 1.985], [-2.212, -0.657, 0.907], [-2.470, 3.689, 1.204], [-3.611, 2.744, 2.110], [-3.427, 0.476, 2.379], [-1.743, 0.200, 2.829], [-2.946, -0.506, 0.107], [-2.347, -1.657, 1.315], [3.675, -4.239, 0.062], [2.263, -4.336, -0.529], [1.501, -5.478, 0.158], [2.358, -4.620, -2.034], [1.544, -3.069, -0.312], [0.987, -1.996, -0.172], [4.221, -5.170, -0.111], [3.630, -4.056, 1.135], [4.228, -3.420, -0.399], [2.028, -6.425, 0.012], [0.496, -5.572, -0.255], [1.413, -5.291, 1.228], [2.915, -5.543, -2.211], [2.866, -3.802, -2.546], [1.362, -4.726, -2.467], [-0.987, 0.301, -4.670], [-1.643, -0.718, -3.863], [-2.579, -1.673, -4.441], [-1.388, -0.742, -2.556], [-0.623, 0.063, -2.015], [-1.290, 0.182, -5.706], [0.096, 0.204, -4.594], [-1.258, 1.299, -4.325], [-2.570, -1.561, -5.522], [-3.597, -1.502, -4.089], [-2.289, -2.697, -4.205], [-1.890, -1.536, -1.994]]
}

=====

# 3
{
  "formula": "C12H22N2O4",
  "method": "ωB97M-V/def2-TZVPD",
  "lumo_energy_ha": 0.0217,
  "charge": 0,
  "multiplicity": 1,
  "e_above_lowest_kj_mol": 109.7,
  "total_energy_ha": -880.966353,
  "smiles": "CCCCCCCC(=O)NNC(=O)CCC(=O)O",
  "species": ["C", "C", "C", "C", "C", "C", "H", "H", "C", "C", "O", "N", "H", "N", "C", "O", "C", "H", "H", "C", "C", "O", "O", "H", "H", "H", "H", "H", "H", "H", "H", "H", "H", "H", "H", "H", "H", "H", "H", "H"],
  "positions_angstrom": [[-0.942, -2.649, -0.869], [-0.106, -2.162, 0.308], [1.259, -1.653, -0.149], [2.060, -1.062, 1.009], [3.475, -0.630, 0.623], [3.554, 0.552, -0.345], [2.973, 0.334, -1.242], [4.595, 0.660, -0.658], [3.122, 1.888, 0.271], [1.643, 2.035, 0.548], [1.166, 2.364, 1.618], [0.852, 1.872, -0.540], [1.141, 1.468, -1.421], [-0.535, 1.924, -0.403], [-1.329, 1.249, -1.262], [-0.866, 0.653, -2.216], [-2.803, 1.341, -0.929], [-3.056, 2.350, -0.602], [-3.373, 1.116, -1.831], [-3.171, 0.342, 0.169], [-4.605, 0.514, 0.611], [-5.316, 1.443, 0.344], [-5.005, -0.511, 1.372], [-5.922, -0.384, 1.663], [-2.544, 0.483, 1.054], [-3.034, -0.685, -0.171], [-0.823, 2.328, 0.480], [3.644, 2.041, 1.217], [3.404, 2.699, -0.406], [3.985, -1.481, 0.166], [4.020, -0.369, 1.533], [1.521, -0.217, 1.439], [2.141, -1.819, 1.793], [1.100, -0.907, -0.930], [1.822, -2.478, -0.593], [-0.632, -1.354, 0.822], [0.029, -2.974, 1.026], [-0.440, -3.470, -1.376], [-1.088, -1.846, -1.588], [-1.914, -3.003, -0.532]]
}

=====

# 4
{
  "formula": "C12H22N2O5",
  "method": "ωB97M-V/def2-TZVPD",
  "lumo_energy_ha": 0.0285,
  "charge": 0,
  "multiplicity": 1,
  "e_above_lowest_kj_mol": 0.0,
  "total_energy_ha": -956.238509,
  "smiles": "CCOC(=O)CCCCC(=O)N[C@@H](CO)C(=O)NC",
  "species": ["C", "C", "H", "H", "O", "C", "O", "C", "C", "C", "H", "H", "C", "C", "O", "N", "H", "C", "C", "O", "H", "H", "H", "H", "C", "O", "N", "H", "C", "H", "H", "H", "H", "H", "H", "H", "H", "H", "H", "H", "H"],
  "positions_angstrom": [[1.173, 2.527, 1.028], [2.302, 2.344, 0.026], [3.263, 2.589, 0.492], [2.148, 2.966, -0.858], [2.373, 1.003, -0.473], [3.029, 0.113, 0.279], [3.537, 0.370, 1.338], [3.068, -1.246, -0.387], [1.673, -1.868, -0.486], [1.062, -2.125, 0.890], [0.915, -1.175, 1.409], [1.753, -2.723, 1.488], [-0.274, -2.873, 0.784], [-1.258, -2.058, -0.026], [-1.472, -2.249, -1.213], [-1.859, -1.067, 0.655], [-1.624, -0.865, 1.617], [-2.787, -0.135, 0.043], [-3.642, 0.494, 1.152], [-2.837, 1.104, 2.122], [-2.367, 1.824, 1.669], [-4.217, -0.283, 1.663], [-4.339, 1.212, 0.700], [-3.410, -0.682, -0.674], [-1.980, 0.948, -0.700], [-1.862, 2.083, -0.263], [-1.408, 0.506, -1.822], [-1.483, -0.484, -2.041], [-0.510, 1.321, -2.607], [-0.662, 2.361, -2.323], [-0.729, 1.194, -3.666], [0.531, 1.049, -2.416], [-0.675, -3.063, 1.781], [-0.120, -3.824, 0.274], [1.746, -2.812, -1.030], [1.026, -1.204, -1.060], [3.730, -1.886, 0.197], [3.480, -1.121, -1.389], [0.210, 2.329, 0.565], [1.180, 3.551, 1.390], [1.315, 1.858, 1.874]]
}

=====

# 5
{
  "formula": "C12H22N2OOsSi",
  "method": "ωB97M-V/def2-TZVPD",
  "lumo_energy_ha": [-0.2881, -0.4221],
  "charge": 2,
  "multiplicity": 5,
  "total_energy_ha": -1034.587537,
  "s_squared": 6.027,
  "species": ["Os", "C", "C", "O", "N", "C", "C", "C", "C", "C", "C", "N", "H", "H", "H", "H", "H", "H", "H", "H", "H", "H", "C", "Si", "C", "C", "C", "H", "H", "H", "H", "H", "H", "H", "H", "H", "H", "H", "H"],
  "positions_angstrom": [[-0.196, 0.895, -0.358], [-1.431, -1.436, -3.225], [-0.684, -1.243, -1.933], [-1.189, -0.678, -0.970], [0.594, -1.754, -1.949], [1.506, -1.468, -0.857], [2.330, -0.232, -1.140], [3.644, -0.344, -1.591], [4.357, 0.816, -1.880], [3.742, 2.052, -1.720], [2.432, 2.077, -1.276], [1.717, 0.968, -0.990], [-2.472, -1.689, -3.004], [-1.002, -2.250, -3.817], [-1.392, -0.510, -3.805], [1.002, -1.976, -2.845], [2.153, -2.344, -0.737], [0.953, -1.333, 0.079], [4.112, -1.315, -1.717], [5.384, 0.757, -2.231], [4.270, 2.974, -1.937], [1.903, 3.015, -1.135], [-2.038, -1.533, 1.766], [-1.819, 0.212, 2.391], [-1.822, 0.211, 4.258], [-3.219, 1.277, 1.766], [-0.196, 0.895, 1.771], [-3.003, -1.938, 2.134], [-1.205, -2.165, 2.137], [-2.036, -1.531, 0.657], [-2.787, -0.195, 4.625], [-1.692, 1.248, 4.628], [-0.990, -0.422, 4.628], [-4.184, 0.871, 2.134], [-3.217, 1.277, 0.657], [-3.089, 2.314, 2.137], [0.636, 0.262, 2.141], [-0.066, 1.932, 2.141], [-1.009, 2.303, -0.933]]
}

=====

# 6
{
  "formula": "C12H22N2Re",
  "method": "ωB97M-V/def2-TZVPD",
  "lumo_energy_ha": [-0.6757, -0.6592],
  "charge": 4,
  "multiplicity": 2,
  "e_above_lowest_kj_mol": 0.0,
  "total_energy_ha": -656.356380,
  "s_squared": 0.954,
  "species": ["Re", "C", "C", "C", "C", "C", "C", "C", "C", "C", "C", "H", "H", "H", "H", "H", "H", "H", "H", "H", "H", "H", "H", "H", "H", "N", "C", "C", "N", "H", "H", "H", "H", "H", "H", "H", "H"],
  "positions_angstrom": [[0.355, 0.360, -0.918], [-1.338, -0.697, 3.017], [0.158, -1.628, 2.503], [-0.067, -3.102, 2.432], [-0.292, -0.668, 1.583], [0.338, 0.682, 1.374], [-0.413, 1.727, 0.805], [-1.637, 1.458, 0.087], [-2.537, 2.524, -0.360], [-1.795, 0.080, -0.296], [-1.014, -0.945, 0.299], [-1.180, -1.345, 3.897], [-2.290, -0.984, 2.576], [-1.265, 0.329, 3.366], [0.930, -1.295, 3.197], [-1.006, -3.381, 1.955], [-0.023, -3.532, 3.433], [0.771, -3.527, 1.867], [1.244, 0.929, 1.924], [-0.085, 2.758, 0.922], [-2.029, 3.474, -0.540], [-3.202, 2.720, 0.507], [-3.186, 2.238, -1.188], [-2.556, -0.187, -1.028], [-1.204, -1.972, -0.005], [0.630, -0.677, -2.758], [2.089, -0.368, -3.142], [2.404, 1.079, -2.808], [2.224, 1.306, -1.299], [0.493, -1.694, -2.765], [0.022, -0.335, -3.513], [2.212, -0.557, -4.211], [2.729, -1.071, -2.605], [1.759, 1.787, -3.334], [3.437, 1.322, -3.069], [2.303, 2.310, -1.101], [3.021, 0.883, -0.806]]
}

=====

Please write out number 3 again, unchanged.
{
  "formula": "C12H22N2O4",
  "method": "ωB97M-V/def2-TZVPD",
  "lumo_energy_ha": 0.0217,
  "charge": 0,
  "multiplicity": 1,
  "e_above_lowest_kj_mol": 109.7,
  "total_energy_ha": -880.966353,
  "smiles": "CCCCCCCC(=O)NNC(=O)CCC(=O)O",
  "species": ["C", "C", "C", "C", "C", "C", "H", "H", "C", "C", "O", "N", "H", "N", "C", "O", "C", "H", "H", "C", "C", "O", "O", "H", "H", "H", "H", "H", "H", "H", "H", "H", "H", "H", "H", "H", "H", "H", "H", "H"],
  "positions_angstrom": [[-0.942, -2.649, -0.869], [-0.106, -2.162, 0.308], [1.259, -1.653, -0.149], [2.060, -1.062, 1.009], [3.475, -0.630, 0.623], [3.554, 0.552, -0.345], [2.973, 0.334, -1.242], [4.595, 0.660, -0.658], [3.122, 1.888, 0.271], [1.643, 2.035, 0.548], [1.166, 2.364, 1.618], [0.852, 1.872, -0.540], [1.141, 1.468, -1.421], [-0.535, 1.924, -0.403], [-1.329, 1.249, -1.262], [-0.866, 0.653, -2.216], [-2.803, 1.341, -0.929], [-3.056, 2.350, -0.602], [-3.373, 1.116, -1.831], [-3.171, 0.342, 0.169], [-4.605, 0.514, 0.611], [-5.316, 1.443, 0.344], [-5.005, -0.511, 1.372], [-5.922, -0.384, 1.663], [-2.544, 0.483, 1.054], [-3.034, -0.685, -0.171], [-0.823, 2.328, 0.480], [3.644, 2.041, 1.217], [3.404, 2.699, -0.406], [3.985, -1.481, 0.166], [4.020, -0.369, 1.533], [1.521, -0.217, 1.439], [2.141, -1.819, 1.793], [1.100, -0.907, -0.930], [1.822, -2.478, -0.593], [-0.632, -1.354, 0.822], [0.029, -2.974, 1.026], [-0.440, -3.470, -1.376], [-1.088, -1.846, -1.588], [-1.914, -3.003, -0.532]]
}